Density functional theory data (ωB97M-V with the def2-TZVPD basis set) for a molecular structure, C15H27N5O7S3.

Geometry as XYZ:
```
57
Properties=species:S:1:pos:R:3:forces:R:3
S 0.76694 0.27237 0.30179 0.88 -0.09 -1.39
S 1.37973 3.74535 5.09013 -0.16 0.28 0.45
S 0.89968 -2.39027 0.68575 0.97 0.32 -1.69
O 0.07261 -3.48873 1.50520 0.50 0.77 0.39
O 0.46230 -5.97744 2.70579 -0.36 -0.19 0.25
O 2.19224 0.48819 0.32589 0.38 0.13 1.02
O 0.65143 -2.71507 -0.69212 -1.00 -0.21 -0.10
O 2.29022 -2.49480 1.00810 0.17 -0.11 1.06
O 3.30556 3.54828 3.21197 0.03 0.03 -0.59
O 0.32132 0.25532 -1.08094 -1.07 0.13 -0.17
N 4.07508 3.97359 5.21570 0.32 0.09 0.53
N 5.13699 3.91129 4.32453 0.98 0.36 0.52
N 0.26984 -0.99321 1.14118 -0.38 0.08 0.25
N -2.84243 -0.46565 -4.43269 0.12 -0.11 -0.30
N -3.30605 1.13047 -5.80460 0.05 0.14 -0.11
C -1.75962 -1.49479 -2.45961 -0.10 0.25 -0.08
C -4.13724 1.28153 -4.71948 0.02 -0.03 -0.18
C 2.60366 -4.86771 2.84451 -0.54 0.40 -0.21
C -0.02373 1.72003 1.04584 -0.36 -0.14 0.36
C -2.24915 -1.69519 -3.87694 0.05 -0.50 0.45
C 3.03172 3.76202 4.51496 -0.95 -0.46 -0.60
C 0.34517 3.13426 3.72299 0.48 0.44 -0.70
C -3.84998 0.27119 -3.86242 0.10 -0.12 0.09
C -3.28253 1.97385 -6.99822 0.17 -0.07 -0.04
C 0.40831 -3.55395 2.90134 -0.84 -0.64 1.06
C 4.66335 3.67812 3.17345 -0.55 -0.17 0.05
C -2.52564 0.07003 -5.60133 -0.21 0.07 0.15
C 0.96072 2.86922 1.25366 0.04 0.19 0.43
C 0.52391 3.85208 2.36815 0.15 -0.31 -1.01
C 1.12813 -4.85442 3.25961 0.96 -0.25 -0.47
H -1.33451 -2.41845 -2.07092 0.11 0.06 0.00
H 1.96091 2.52837 1.51714 -0.18 -0.36 -0.16
H -1.77270 -0.29506 -6.27838 0.01 -0.01 0.03
H -1.42285 -1.99343 -4.52069 -0.05 0.15 -0.13
H 0.61165 -5.98871 1.75494 0.01 0.19 -0.03
H -4.84318 2.09121 -4.68827 -0.06 -0.05 0.15
H -0.38489 4.35519 2.02298 -0.14 -0.05 0.42
H 1.07299 -4.99013 4.34352 -0.18 0.16 -0.02
H -0.79425 2.04952 0.34822 0.02 -0.28 -0.12
H -4.25060 -0.01071 -2.90596 -0.06 0.15 0.01
H 1.29672 4.61920 2.39195 -0.12 0.05 0.29
H 5.19094 3.58568 2.24199 -0.14 -0.12 -0.09
H -2.30075 2.43043 -7.10036 -0.03 0.04 -0.02
H 3.14931 -5.71619 3.25477 -0.11 0.03 0.12
H 0.51819 2.06483 3.61357 -0.05 0.02 0.08
H -0.55730 1.42208 1.95097 0.29 -0.12 0.04
H -0.54346 -3.59157 3.44126 -0.08 0.12 -0.25
H 3.04706 -3.91480 3.13660 0.28 -0.18 -0.01
H 2.64000 -4.91195 1.75290 0.19 0.06 0.06
H 0.93812 -2.67997 3.28228 0.16 0.03 -0.42
H -3.00758 -2.47860 -3.92611 -0.06 0.08 -0.12
H -2.57158 -1.19564 -1.79299 -0.01 -0.07 0.01
H 1.05126 3.39599 0.30111 0.12 0.10 0.11
H -4.03435 2.75108 -6.90678 -0.01 -0.03 0.07
H -0.67865 3.30295 4.05458 0.13 -0.16 0.42
H -0.99324 -0.72217 -2.41781 0.08 -0.12 0.17
H -3.49979 1.36488 -7.87271 -0.02 0.05 -0.02
```
Positions in Å, forces in eV/Å.

E_tot in Ha: -2582.66074
Net charge: 0


Density functional theory data (ωB97M-V with the def2-TZVPD basis set) for a gas-phase ion, C15H28BrN3O5PS2 (charge +1).

Geometry as XYZ:
```
55
Properties=species:S:1:pos:R:3:forces:R:3
Br 0.39838 -3.25871 1.21953 0.63 0.12 0.34
S -0.30428 1.20204 0.19730 -0.69 -0.79 -0.09
S 4.51498 0.60687 0.25652 -0.77 0.82 0.37
P 3.60825 -0.42647 -2.38626 0.58 2.66 -7.67
O 2.80615 0.54900 -3.37156 2.46 -3.90 4.65
O 3.50912 -2.12694 -2.89364 -0.86 3.38 3.76
O -1.41412 4.03856 -4.23652 -4.91 -5.44 5.58
O -2.91119 2.08605 -3.77233 3.24 1.63 1.36
O 5.31440 -0.01134 -2.67318 -3.76 0.05 1.50
N 1.75812 -0.52039 1.39711 0.12 -5.02 -0.44
N 3.22143 -0.20649 -0.66136 -1.42 -0.94 0.03
N 0.80460 -1.28340 -0.71433 0.50 5.16 0.99
C -1.43255 -0.01447 3.24482 -0.97 -0.69 1.17
C -1.97618 3.68651 -1.74056 -0.75 -1.36 -0.51
C -0.33796 -1.20901 3.03327 -0.47 0.35 1.30
C 0.29208 -0.94176 -2.06661 1.01 -0.07 -4.67
C -2.30289 -0.11941 -2.55659 -0.72 -0.64 -0.27
C 2.02891 -0.64074 -0.12161 -2.15 -0.97 2.34
C -0.28666 -0.70924 0.22002 -0.21 -1.81 4.27
C -2.85310 -0.45566 2.53524 -0.24 0.42 0.91
C -1.75465 0.02855 4.88582 1.04 0.48 -0.67
C -2.10185 3.27940 -3.35574 3.56 3.79 -3.68
C -1.93966 0.94246 -3.75156 0.52 -0.60 -0.35
C 2.65449 -1.40937 2.28604 3.59 2.15 3.60
C -1.23578 -1.39080 -2.43967 -0.71 0.04 -0.53
C 3.10451 -0.92703 3.65367 -0.74 -0.63 -3.25
C 0.44770 -1.25579 1.62146 -2.17 1.56 -1.74
H -2.50867 2.80136 -1.16067 0.80 2.17 -1.08
H 3.10678 -2.43458 1.95061 -0.45 2.60 -0.26
H -3.71237 0.08162 3.16388 1.74 -1.20 -1.64
H -1.06658 1.06376 2.97765 -0.65 -2.24 0.19
H 4.06622 1.96502 0.32505 -0.04 -1.80 -0.40
H -0.83189 0.60542 5.37570 -2.11 -1.34 -0.80
H -1.22862 -1.88775 -3.52513 0.23 1.07 2.45
H -1.81029 -1.06529 5.32821 -0.10 2.32 -0.87
H 4.27673 -0.85547 3.83245 -2.71 -1.58 0.18
H -3.00380 -1.63112 2.67419 0.30 2.61 -0.49
H -2.73648 0.65491 5.05770 2.03 -1.44 -0.17
H -3.34555 -0.61458 -2.85252 2.22 1.12 0.64
H -1.30408 -1.27186 0.30929 1.85 1.25 -1.33
H -1.66775 -2.20866 -1.71415 0.93 1.64 -1.38
H -1.99210 0.37511 -4.79993 0.00 1.37 2.30
H 2.38030 -0.56526 4.49721 1.52 0.34 -2.22
H 0.97993 -1.52556 -2.85177 -1.46 1.32 1.69
H 2.89922 -2.55580 -2.19438 1.31 0.46 -1.55
H 0.35517 -1.19905 4.00555 -1.06 -0.04 -2.55
H -0.88005 1.43790 -3.67169 -1.79 -1.35 -0.05
H 0.41019 0.20040 -2.39397 -0.07 -2.47 1.19
H -1.60087 1.62635 0.53008 1.13 -1.11 -0.34
H -0.86417 3.70192 -1.36106 -2.13 0.15 -1.26
H -2.47972 0.41125 -1.52927 0.52 -0.89 -1.98
H -0.94861 -2.23164 3.12858 1.45 2.43 -0.32
H -2.49162 4.72961 -1.58110 1.02 -2.22 -0.32
H -2.96355 -0.12780 1.41693 0.21 -0.78 2.01
H 5.34995 1.00737 -2.74671 -0.36 -2.15 0.04
```
Positions in Å, forces in eV/Å.

Structure (SMILES): C=CN1C(N(S)P(=O)(O)O)=[N+](CCCCOC(C)=O)[C@H](S)[C@]1(Br)CC(C)C
E_tot in Ha: -4839.86375
Net charge: +1


Density functional theory data (ωB97M-V with the def2-TZVPD basis set) for 2 unconnected molecules or ions with the total composition C15H28BrN7O2PS2.

Geometry as XYZ:
```
56
Properties=species:S:1:pos:R:3:forces:R:3
Br -1.65150 -2.90416 -0.08235 0.18 0.37 0.20
S 3.05875 2.12929 -1.61966 0.00 -1.20 -0.40
S 5.68795 0.57402 -1.91005 -4.01 0.45 -0.73
P -1.64660 -4.27829 2.70924 5.03 -2.42 1.30
O 1.43198 -2.28631 -4.18207 -0.35 3.01 1.10
O -1.46042 2.69896 -0.63241 -0.16 -0.04 0.17
N 3.42633 -0.50391 -3.07761 -1.74 2.17 1.10
N -0.08973 -0.53953 1.82061 -0.21 -2.98 3.98
N 0.39797 0.13445 2.96426 -0.14 -2.37 4.89
N -3.52945 2.28609 -1.39962 0.86 0.30 0.64
N -1.19831 -2.81854 1.71605 -1.03 -0.18 1.34
N -0.38797 -2.01613 3.90188 1.99 6.77 -3.81
N -0.21537 -5.00805 3.04227 -2.19 2.11 -1.31
C 0.25366 -0.69036 4.24883 -1.23 -1.80 -3.55
C 2.68771 0.01913 -4.28916 0.51 0.45 -2.24
C 1.25338 1.75660 -1.28631 -1.23 -0.48 -0.23
C 1.12843 -1.81939 -2.80516 0.87 -1.30 0.76
C -3.24503 3.84601 0.47981 0.13 0.13 0.16
C -0.01725 0.08155 0.46341 -1.22 1.04 -3.13
C -0.58601 -1.82076 2.40974 1.20 2.25 1.16
C -2.66858 2.91083 -0.54584 -0.16 -0.31 -0.55
C 1.59785 -1.01587 -4.94332 -1.43 0.56 0.10
C 2.54843 -1.32032 -2.15552 0.07 -1.52 1.35
C 1.01743 1.33850 0.28849 -0.22 -0.11 0.94
C 0.69181 -0.35642 5.79340 3.57 -0.08 0.45
C 2.09573 -0.46704 6.27417 -3.32 0.29 -1.07
C -4.96749 2.39938 -1.46060 -0.10 -0.25 -0.35
C 3.99137 0.63601 -2.25952 2.50 -1.12 -0.01
H 0.50912 2.26695 0.84090 1.39 -1.99 -1.19
H 0.81552 1.08462 3.05139 -0.58 -1.11 -0.98
H 0.25428 -1.03991 -2.74722 1.61 -1.18 -0.48
H 2.43703 -0.76731 -1.10887 -0.11 -1.12 -2.11
H -2.46689 -5.21476 1.97883 -0.21 1.35 0.04
H 0.90522 0.93644 -2.05425 0.55 1.51 1.70
H 0.53420 -4.40985 2.61462 -0.70 -1.00 0.69
H 0.60338 2.71775 -1.50668 1.63 -2.00 0.42
H 3.16422 -2.31234 -1.90646 -1.39 2.10 -0.57
H -0.14646 -0.03374 6.55488 1.63 -1.23 -1.89
H 0.53761 -0.47287 -4.86546 2.13 -1.03 -0.32
H 3.51698 0.20033 -5.12838 -1.74 -0.28 1.92
H 3.05239 -0.44897 5.58717 -2.35 -0.50 1.28
H -5.39274 1.40419 -1.30990 -0.25 0.19 0.01
H -3.76924 4.66766 -0.01564 -0.09 -0.12 0.16
H -3.92574 3.30289 1.14087 -0.09 0.18 -0.10
H 2.15286 1.04942 -4.14203 0.97 -1.85 0.02
H -5.23754 2.75770 -2.45687 -0.26 0.02 0.17
H 0.78119 -2.77408 -2.18341 0.79 2.01 -1.40
H 0.24015 -0.68230 -0.41734 -0.44 1.23 2.52
H 2.04234 1.02602 0.78538 -1.97 0.81 -1.04
H 2.30069 -0.57924 7.43831 -0.67 0.72 -2.72
H -2.43729 4.26635 1.08513 -0.11 -0.15 -0.23
H -1.10405 0.49671 0.20584 2.35 -0.86 0.57
H -5.36427 3.08243 -0.70820 0.18 -0.13 -0.14
H -2.30237 -3.93176 3.94830 -0.31 0.38 -1.17
H 1.76141 -1.23061 -6.08276 0.05 0.14 2.45
H -3.06710 1.67256 -2.06110 -0.15 0.20 0.10
```
Positions in Å, forces in eV/Å.

E_tot in Ha: -4833.17209
Net charge: +1


Density functional theory data (ωB97M-V with the def2-TZVPD basis set) for a molecular structure, C15H28Cl3N3O4SV.

Geometry as XYZ:
```
55
Properties=species:S:1:pos:R:3:forces:R:3
V -0.92525 -0.17866 0.55941 -1.07 0.23 -0.33
Cl 3.92850 -1.87344 2.50538 0.31 -0.21 -0.13
Cl 2.04200 -1.69589 4.70211 -0.04 -0.11 0.20
Cl 3.11315 0.73211 3.50991 0.03 0.03 0.01
S 0.43358 0.75036 -1.06637 0.14 0.02 -0.37
O -1.92649 -1.21370 2.08565 -0.25 0.15 -0.19
O -2.08572 -1.52328 -0.46915 -0.13 0.01 0.00
O -2.38536 0.97772 -0.43351 0.21 0.00 -0.07
O -1.46766 1.31330 1.86584 -0.16 0.07 -0.03
N 3.08184 0.86818 -1.29969 0.01 0.11 0.00
N 2.21870 -1.25994 -1.27603 0.02 0.04 -0.01
N 0.66735 -0.92964 1.51336 0.70 0.00 0.62
C 2.05559 0.05400 -1.20951 0.07 0.07 0.12
C 3.06547 2.35189 -1.28534 0.02 -0.15 0.05
C -2.58165 -0.95594 -1.73636 0.12 -0.13 0.21
C 3.50567 -1.94049 -1.54410 -0.07 0.04 0.04
C -2.67978 2.31982 0.01310 -0.05 -0.13 -0.06
C 2.83217 2.93860 -2.66446 0.00 0.00 -0.03
C 1.52577 -0.91221 2.27322 0.32 -0.34 0.13
C -3.23172 0.37809 -1.43998 -0.01 0.13 0.11
C -2.36279 -0.43477 3.23038 0.09 -0.26 -0.03
C -1.69291 2.57343 1.14127 0.05 -0.19 0.16
C -2.60498 0.95879 2.72800 0.15 0.16 -0.08
C 2.65319 -0.94986 3.24619 -0.49 0.32 -0.24
C -3.14458 -2.18953 0.30700 0.09 0.08 -0.20
C 3.89761 -1.91187 -3.01333 0.00 -0.01 -0.01
C -2.57434 -2.44481 1.67091 0.14 0.07 0.22
H 1.89025 2.59457 -3.09343 0.00 0.01 0.02
H -3.72289 2.36520 0.32631 -0.03 0.00 0.02
H 3.64095 2.67604 -3.34592 -0.01 0.00 0.00
H -1.70069 -0.83958 -2.35926 0.03 0.00 -0.02
H 4.85654 -2.41227 -3.14223 -0.01 0.00 0.00
H -3.34604 -2.73399 2.38219 -0.03 0.02 0.00
H 3.38103 -2.96110 -1.18889 0.01 -0.03 -0.03
H -3.27368 -0.85372 3.65594 -0.01 -0.02 0.00
H -2.52088 3.02850 -0.79944 -0.02 0.03 -0.02
H 3.99791 -0.89542 -3.39760 0.00 -0.02 -0.01
H 4.26742 -1.49001 -0.90389 -0.01 0.02 0.01
H -3.25652 0.99722 -2.33680 0.00 0.02 -0.02
H -1.80308 -3.21293 1.65370 0.01 -0.04 -0.01
H -2.65772 1.67895 3.54322 0.02 0.02 0.02
H 3.16174 -2.43587 -3.62210 0.00 0.01 0.00
H -1.56805 -0.47990 3.97280 0.03 0.03 0.02
H 2.31196 2.66861 -0.56757 -0.03 0.00 0.00
H 4.03515 2.64875 -0.89029 -0.01 0.03 0.01
H -3.51437 1.01316 2.12945 -0.03 -0.02 0.00
H -4.24096 0.29493 -1.03546 -0.04 -0.02 -0.01
H 2.79797 4.02521 -2.59302 0.02 -0.01 -0.01
H 1.38251 -1.81392 -1.34492 -0.05 -0.04 -0.02
H -0.71529 2.86546 0.76961 0.03 -0.01 -0.02
H -3.26563 -1.66548 -2.19690 -0.04 0.00 -0.01
H -4.00454 -1.52060 0.34561 -0.03 0.00 0.03
H 3.97497 0.44606 -1.51864 0.01 0.02 -0.03
H -3.41671 -3.11275 -0.20177 0.01 -0.03 -0.02
H -2.04874 3.32263 1.84538 -0.02 0.04 0.00
```
Positions in Å, forces in eV/Å.

Spin multiplicity: 3
E_tot in Ha: -3775.40821
Net charge: +3